Record 1
C21H30IrN4OS2 | the ωB97M-V functional and the def2-TZVPD basis

Cartesian coordinates (Å):
Ir -0.267 0.221 -0.047
C 0.327 2.807 1.556
N 0.930 1.449 1.607
C 0.655 0.779 2.888
C 0.664 -0.726 2.709
N -0.417 -1.151 1.800
C -1.768 -0.827 2.331
C -0.361 -2.573 1.500
C -0.086 -3.515 2.479
C -0.113 -4.867 2.177
C -0.411 -5.288 0.887
C -0.706 -4.355 -0.087
C -0.670 -2.991 0.208
S -1.004 -1.858 -1.062
C 2.360 1.510 1.370
C 3.198 2.214 2.214
C 4.577 2.199 2.019
C 5.133 1.490 0.957
C 4.309 0.826 0.077
C 2.916 0.825 0.280
S 1.956 -0.042 -0.853
H 0.656 3.425 2.397
H -0.758 2.731 1.586
H 0.627 3.300 0.634
H -0.312 1.114 3.260
H 1.407 1.033 3.637
H 0.569 -1.174 3.700
H 1.609 -1.051 2.271
H -1.825 -1.083 3.391
H -2.509 -1.407 1.788
H -1.994 0.232 2.200
H 0.131 -3.210 3.494
H 0.087 -5.591 2.954
H -0.414 -6.341 0.643
H -0.949 -4.664 -1.096
H 2.789 2.776 3.044
H 5.215 2.732 2.709
H 6.205 1.455 0.825
H 4.713 0.299 -0.778
C -2.108 3.014 -4.193
N -1.493 2.526 -2.963
C -0.171 1.931 -3.117
C -2.133 2.383 -1.792
O -1.653 1.654 -0.864
N -3.319 2.982 -1.567
C -3.732 4.274 -2.106
C -4.098 2.517 -0.422
H -1.802 2.368 -5.015
H -1.778 4.028 -4.424
H -3.190 2.982 -4.130
H 0.311 2.370 -3.986
H -0.239 0.849 -3.262
H 0.445 2.138 -2.243
H -2.898 4.796 -2.567
H -4.107 4.886 -1.287
H -4.539 4.164 -2.832
H -4.008 1.439 -0.328
H -5.142 2.773 -0.582
H -3.764 2.983 0.510

Results
Spin multiplicity   2
Orbital gap (spin up / spin down)   5.68 / 4.56 eV
LUMO (spin up / spin down)   -7.9 / -8.9 eV
E   -2012.6093 hartree
Energy relative to the best compared isomer or geometry (same formula, charge and spin)   33.06 kcal per mole
HOMO level (spin up / spin down)   -13.559 / -13.495 eV
Charge   +2

=====

Record 2
C21H30N2O5S | the ωB97M-V functional and the def2-TZVPD basis

Cartesian coordinates (Å):
C -7.306 -2.661 -0.922
C -6.809 -2.504 0.507
O -6.060 -1.295 0.666
C -4.772 -1.325 0.318
O -4.199 -2.300 -0.086
C -4.137 0.044 0.484
C -2.796 -0.070 1.213
C -2.116 1.299 1.271
N -1.957 1.840 -0.057
C -0.782 2.106 -0.664
O -0.709 2.547 -1.797
C 0.458 1.850 0.147
C 0.960 0.559 0.244
C 2.143 0.339 0.920
S 2.811 -1.314 1.054
O 1.891 -2.240 0.452
O 3.212 -1.545 2.411
N 4.205 -1.141 0.138
C 5.274 -2.061 0.469
C 6.565 -1.589 -0.194
C 6.365 -1.503 -1.705
C 5.182 -0.588 -2.013
C 3.936 -1.082 -1.283
C 2.841 1.381 1.497
C 2.345 2.668 1.389
C 1.156 2.921 0.712
C 0.615 4.311 0.593
C -3.198 1.991 -0.785
C -3.907 0.645 -0.910
H -6.462 -2.757 -1.600
H -7.920 -3.554 -0.997
H -7.899 -1.797 -1.213
H -7.641 -2.416 1.208
H -6.173 -3.351 0.783
H -4.828 0.677 1.049
H -2.162 -0.779 0.680
H -2.946 -0.444 2.226
H -2.742 1.990 1.853
H -1.144 1.219 1.757
H 0.446 -0.283 -0.195
H 5.358 -2.070 1.556
H 5.030 -3.079 0.128
H 6.825 -0.604 0.196
H 7.371 -2.282 0.048
H 7.269 -1.124 -2.185
H 6.165 -2.501 -2.102
H 5.408 0.425 -1.676
H 4.986 -0.560 -3.085
H 3.101 -0.394 -1.431
H 3.638 -2.071 -1.660
H 3.757 1.165 2.022
H 2.885 3.491 1.833
H -0.311 4.407 1.161
H 0.387 4.532 -0.448
H 1.329 5.041 0.965
H -3.839 2.704 -0.253
H -2.953 2.394 -1.770
H -3.289 -0.041 -1.492
H -4.858 0.779 -1.427

Results
SMILES   CCOC(=O)C1CCN(C(=O)c2cc(S(=O)(=O)N3CCCCC3)ccc2C)CC1
Orbital gap   9.99 eV
LUMO   0.7 eV
E   -1702.1570 hartree
Energy relative to the best compared isomer or geometry (same formula, charge and spin)   0.00 kcal per mole
HOMO level   -9.301 eV
Charge   0